#one
{"formula": "C2H4P2", "method": "ωB97M-V/def2-TZVPD", "elements": ["P", "C", "C", "P", "H", "H", "H", "H"], "coordinates": [[-0.881, -1.375, -0.070], [0.692, -0.092, -0.001], [1.998, 0.293, -0.849], [2.468, -0.656, 0.421], [-1.634, -0.332, 0.519], [-0.657, -1.973, 1.188], [0.163, 0.545, 0.792], [2.079, 1.208, -1.299]], "lumo_ev": -0.36, "multiplicity": 1, "homo_lumo_gap_ev": 8.07}



#two
{"formula": "C2H4P2", "method": "ωB97M-V/def2-TZVPD", "elements": ["C", "C", "P", "P", "H", "H", "H", "H"], "coordinates": [[-1.001, -0.202, -0.177], [-0.368, 0.947, 0.029], [2.237, -0.901, 0.198], [1.666, 1.002, -0.207], [-2.123, 0.017, -0.238], [-0.588, -1.125, -0.435], [-0.920, 1.884, 0.297], [3.681, -0.848, -0.241]], "lumo_ev": -0.91, "multiplicity": 1, "homo_lumo_gap_ev": 8.13}



Energy ordering: #two at the bottom, the next structure 156.8 kJ/mol above.



#one
{"formula": "C3H9ClN3", "method": "ωB97M-V/def2-TZVPD", "elements": ["C", "C", "C", "N", "N", "N", "Cl", "H", "H", "H", "H", "H", "H", "H", "H", "H"], "coordinates": [[0.491, -1.641, -0.597], [-2.672, 0.981, 0.499], [3.331, 0.862, -0.068], [0.517, -0.413, 0.185], [-1.678, 0.048, 0.160], [-0.448, 0.303, 0.449], [2.562, -0.122, 0.966], [1.451, -1.810, -1.080], [-0.282, -1.551, -1.368], [0.139, -2.331, 0.111], [-3.074, 1.646, -0.330], [-3.537, 0.546, 0.963], [-2.473, 1.825, 1.286], [3.577, 1.834, 0.317], [3.860, 0.572, -0.949], [-1.764, -0.750, -0.545]], "total_charge": 1, "lumo_ev": [-6.00, -5.44], "multiplicity": 1, "homo_lumo_gap_ev": [7.26, 8.18]}



#two
{"formula": "C3H9ClN3", "method": "ωB97M-V/def2-TZVPD", "elements": ["C", "C", "C", "N", "N", "N", "Cl", "H", "H", "H", "H", "H", "H", "H", "H", "H"], "coordinates": [[-0.927, -0.615, -0.460], [-2.134, -0.345, 0.311], [0.452, 1.271, 0.527], [-1.001, -1.322, -1.468], [0.307, -0.101, 0.177], [1.326, -0.813, 0.299], [3.642, 1.302, -0.597], [-2.015, 0.592, 0.801], [-2.912, -0.475, -0.546], [-2.523, -1.061, 0.943], [-0.377, 1.843, 0.053], [0.222, 1.384, 1.596], [1.525, 1.474, 0.236], [-0.135, -1.560, -1.909], [3.211, 0.226, 0.037], [1.339, -1.799, -0.002]], "total_charge": 1, "lumo_ev": -6.81, "multiplicity": 1, "homo_lumo_gap_ev": 8.54}



Energy ordering: #two at the bottom, the next structure 239.5 kJ/mol above.



#one
{"formula": "C5H7NO4", "method": "ωB97M-V/def2-TZVPD", "elements": ["N", "C", "C", "C", "O", "C", "O", "C", "O", "O", "H", "H", "H", "H", "H", "H", "H"], "coordinates": [[-0.777, -1.793, 1.079], [-1.808, -0.951, 1.269], [-1.786, 0.402, 1.013], [-3.063, 1.202, 0.905], [-4.130, 0.366, 0.515], [-0.570, 1.118, 0.744], [-0.410, 2.318, 0.954], [0.716, 0.317, 0.472], [1.707, 0.403, 1.151], [0.736, -0.287, -0.832], [-0.650, -2.573, 1.706], [-0.181, -1.814, 0.157], [-2.781, -1.433, 1.362], [-2.925, 2.020, 0.176], [-3.272, 1.679, 1.878], [-4.958, 0.766, 0.791], [1.639, -0.565, -1.050]], "lumo_ev": -0.16, "multiplicity": 1, "homo_lumo_gap_ev": 8.72}



#two
{"formula": "C5H7NO4", "method": "ωB97M-V/def2-TZVPD", "elements": ["O", "C", "C", "C", "N", "C", "O", "C", "O", "O", "H", "H", "H", "H", "H", "H", "H"], "coordinates": [[0.057, -1.112, 1.927], [0.472, -0.637, 0.888], [0.993, -1.374, -0.335], [0.254, -1.027, -1.575], [-0.554, -0.118, -1.734], [-1.017, 0.681, -0.699], [-2.295, 0.277, -0.229], [0.254, 0.779, 0.613], [1.366, 1.349, 0.023], [-0.334, 1.490, 1.642], [0.888, -2.453, -0.030], [1.993, -1.149, -0.307], [0.368, -1.627, -2.509], [-1.042, 1.706, -0.891], [-2.419, -0.008, 0.709], [1.600, 2.322, 0.095], [-0.583, 0.900, 2.411]], "lumo_ev": 0.52, "multiplicity": 1, "homo_lumo_gap_ev": 9.20}



Energy ordering: #one at the bottom, the next structure 76.9 kJ/mol above.



#one
{"formula": "C7H13N2O2", "method": "ωB97M-V/def2-TZVPD", "elements": ["C", "C", "C", "C", "C", "C", "C", "N", "O", "N", "O", "H", "H", "H", "H", "H", "H", "H", "H", "H", "H", "H", "H", "H"], "coordinates": [[1.523, -2.196, 0.052], [1.735, -0.747, -0.002], [0.494, 0.559, 0.036], [-0.969, 0.443, 0.001], [-1.432, -0.564, 1.066], [-1.354, -0.069, -1.404], [-1.614, 1.810, 0.256], [1.248, 1.596, 0.049], [2.567, 1.429, 0.022], [2.860, -0.130, -0.009], [4.001, -0.410, -0.043], [2.482, -2.693, -0.093], [0.833, -2.530, -0.721], [1.125, -2.493, 1.023], [-2.516, -0.576, 1.082], [-1.085, -1.565, 0.838], [-1.079, -0.281, 2.053], [-2.357, -0.486, -1.362], [-0.678, -0.844, -1.755], [-1.352, 0.746, -2.125], [-1.362, 2.193, 1.242], [-2.694, 1.693, 0.214], [-1.336, 2.539, -0.501], [0.960, 2.576, 0.082]], "total_charge": 1, "lumo_ev": -4.25, "multiplicity": 1, "homo_lumo_gap_ev": 9.96}



#two
{"formula": "C7H13N2O2", "method": "ωB97M-V/def2-TZVPD", "elements": ["C", "C", "C", "C", "C", "C", "C", "N", "N", "O", "O", "H", "H", "H", "H", "H", "H", "H", "H", "H", "H", "H", "H", "H"], "coordinates": [[1.671, -0.071, 1.716], [-0.057, 0.257, -2.625], [-1.300, 0.493, -1.680], [1.180, 0.313, -0.572], [-0.935, 0.521, -0.255], [1.627, -1.161, 2.756], [-1.639, 1.180, 0.887], [0.975, -0.299, -1.816], [-1.459, -0.710, -0.843], [1.619, 1.085, 2.021], [1.598, -0.516, 0.435], [-0.480, -0.412, -3.422], [0.334, 1.160, -3.039], [-2.156, 0.944, -2.285], [1.727, 1.366, -0.709], [1.996, -0.776, 3.732], [2.307, -1.947, 2.425], [0.618, -1.619, 2.712], [-2.732, 1.195, 0.816], [-1.320, 2.183, 0.959], [-1.275, 0.660, 1.777], [0.832, -1.374, -1.693], [-2.267, -0.910, -0.267], [-0.864, -1.562, -1.031]], "total_charge": 1, "lumo_ev": -3.25, "multiplicity": 1, "homo_lumo_gap_ev": 9.98}



Energy ordering: #two at the bottom, the next structure 245.1 kJ/mol above.